Record 1
{
  "formula": "C45H71BBrCl2N2O15P2",
  "method": "ωB97M-V with the def2-TZVPD basis set",
  "symbols": ["C", "C", "Cl", "C", "Cl", "C", "C", "C", "B", "O", "O", "C", "C", "O", "O", "Br", "C", "C", "C", "C", "N", "C", "C", "C", "C", "C", "C", "C", "O", "C", "C", "C", "C", "C", "C", "C", "C", "C", "C", "N", "C", "C", "C", "C", "O", "O", "H", "H", "H", "H", "H", "H", "H", "H", "H", "H", "H", "H", "H", "H", "H", "H", "H", "H", "H", "H", "H", "H", "H", "H", "H", "H", "H", "H", "H", "H", "H", "H", "H", "H", "H", "H", "H", "H", "H", "H", "H", "O", "P", "O", "C", "C", "O", "C", "C", "O", "C", "C", "H", "H", "H", "H", "H", "H", "H", "H", "H", "H", "H", "H", "H", "H", "H", "O", "P", "O", "C", "C", "O", "C", "C", "O", "C", "C", "H", "H", "H", "H", "H", "H", "H", "H", "H", "H", "H", "H", "H", "H", "H"],
  "positions_angstrom": [[-4.751113, -7.566871, -9.459448], [-3.733891, -7.521408, -8.178576], [-4.628633, -7.464614, -6.512997], [-2.591741, -6.339305, -8.220710], [-2.559418, -5.305110, -9.747343], [-2.483080, -5.546632, -6.773795], [-3.220089, -4.068807, -6.483647], [-4.170427, -3.295599, -7.593707], [-5.555517, -4.160156, -7.981959], [-5.979082, -4.262230, -9.392006], [-6.437110, -4.787785, -6.965916], [-3.056820, -3.280772, -5.032912], [-3.704966, -1.833013, -4.632789], [-4.628199, -1.629236, -3.686381], [-3.270834, -0.644666, -5.421710], [-4.767166, 0.398314, -5.761585], [-2.137485, -4.023191, -3.899786], [-1.911800, -3.234899, -2.471896], [-0.873143, -1.985905, -2.735964], [-1.484946, -0.503665, -2.347094], [-0.856136, 0.479120, -3.357231], [-0.432105, 1.767944, -2.656645], [1.033487, 1.575226, -1.925786], [1.235925, 2.371596, -0.474758], [2.635872, 2.279777, 0.391651], [3.854826, 1.340908, -0.221164], [3.656039, 0.544162, -1.676002], [2.242825, 0.667696, -2.560178], [2.131520, -0.041167, -3.860314], [-1.481751, -5.523495, -4.252386], [-0.607582, -6.130274, -3.006797], [0.831782, -5.318945, -2.746901], [1.323298, -5.558380, -1.196906], [2.336254, -4.409635, -0.611151], [3.780206, -3.984580, -1.302599], [4.680042, -2.812286, -0.559376], [4.221592, -2.039379, 0.813818], [2.784118, -2.479661, 1.494894], [1.876844, -3.658736, 0.795438], [-1.682929, -6.204095, -5.624064], [-1.023962, -7.578011, -5.714682], [0.626030, -7.509102, -5.854112], [1.417407, -8.631369, -4.952622], [2.862557, -8.937934, -5.713010], [4.030400, -8.488382, -5.186388], [2.917325, -9.661619, -6.997103], [-5.697065, -6.852901, -9.314599], [-4.242355, -7.449296, -10.510563], [-5.219754, -8.665954, -9.463027], [-3.188206, -8.584196, -8.162110], [-1.555965, -6.932072, -8.321367], [-4.613770, -2.263014, -7.189535], [-3.569648, -2.962402, -8.570604], [-5.343841, -4.799496, -9.949180], [-6.619115, -4.023891, -6.311690], [-1.487732, -3.890812, -1.604179], [-2.918504, -2.752788, -2.063075], [0.160446, -2.195979, -2.223777], [-0.679407, -1.959264, -3.912084], [-1.146833, -0.146641, -1.272266], [-2.652355, -0.475092, -2.421759], [-1.568389, 0.791070, -4.059859], [-1.230315, 2.151523, -1.891740], [-0.296847, 2.599160, -3.471778], [0.358953, 3.035642, -0.051262], [2.702454, 2.869745, 1.413393], [4.866948, 1.228621, 0.374393], [4.574538, -0.111828, -2.061594], [2.811521, -0.776264, -3.913180], [-0.325481, -7.256194, -3.064801], [-1.293516, -6.015813, -2.036003], [1.640942, -5.845275, -3.446399], [0.790162, -4.199140, -3.083833], [0.354859, -5.656771, -0.508342], [1.845696, -6.629936, -1.174437], [4.123645, -4.536980, -2.282696], [5.715408, -2.482146, -1.034279], [4.898792, -1.213984, 1.299850], [2.436465, -1.958246, 2.489093], [0.860033, -3.937440, 1.313505], [-1.378524, -8.163296, -4.735140], [-1.395821, -8.242782, -6.601593], [0.950958, -6.404132, -5.554061], [0.919679, -7.680587, -6.975158], [0.843388, -9.655319, -4.926201], [1.690513, -8.265400, -3.866275], [3.047412, -8.994504, -7.742544], [-0.674757, 4.415521, 2.286539], [-1.866580, 4.969540, 3.104983], [-1.915379, 6.395389, 2.267754], [-2.437782, 6.377292, 0.950617], [-3.933145, 6.122144, 0.950094], [-0.883213, 5.438914, 4.362827], [0.121447, 4.536992, 4.812079], [1.484069, 5.016182, 4.339198], [-3.198270, 5.588575, 4.019477], [-3.128329, 6.682674, 4.927981], [-3.043701, 8.045016, 4.263909], [-1.916121, 5.625538, 0.350081], [-2.231835, 7.357007, 0.506368], [-4.158751, 5.124230, 1.338119], [-4.337597, 6.198631, -0.062945], [-4.452412, 6.840461, 1.591317], [-0.083137, 3.518876, 4.473878], [0.097361, 4.523440, 5.906289], [1.494895, 5.222167, 3.264540], [2.256496, 4.271625, 4.557706], [1.750054, 5.954283, 4.833646], [-2.335663, 6.551082, 5.668703], [-4.064476, 6.650594, 5.496204], [-2.051180, 8.219188, 3.838418], [-3.225737, 8.839112, 4.994183], [-3.777019, 8.139408, 3.458102], [2.594414, 6.146913, 7.934050], [3.520875, 6.749144, 9.018587], [3.547186, 5.360632, 9.917322], [4.315101, 4.270620, 9.437465], [5.801862, 4.560651, 9.518912], [2.257942, 7.525589, 9.774647], [1.310453, 8.220679, 8.972310], [0.016303, 7.426189, 8.909510], [4.556059, 7.422049, 10.230400], [4.168339, 7.708602, 11.570134], [4.039304, 6.486293, 12.460885], [4.023074, 4.028736, 8.410761], [4.074754, 3.404146, 10.062821], [6.074682, 5.388326, 8.857238], [6.383341, 3.680909, 9.229742], [6.087937, 4.853471, 10.533409], [1.707585, 8.416357, 7.973917], [1.121482, 9.192327, 9.439481], [0.189373, 6.384525, 8.622429], [-0.680702, 7.872548, 8.192780], [-0.460710, 7.397776, 9.892826], [3.269942, 8.329327, 11.613587], [4.971274, 8.331472, 11.979535], [3.135204, 5.916944, 12.226533], [3.970315, 6.783534, 13.511559], [4.897575, 5.818610, 12.344446]],
  "forces_ev_per_a": [[-1.4, -1.1, 0.5], [0.2, -1.0, -1.0], [0.7, -0.2, -1.9], [1.9, -1.6, 1.6], [-0.3, -0.6, 1.7], [-0.4, 2.9, 2.8], [1.3, -0.1, 2.0], [0.3, 0.2, -0.1], [-1.4, -1.1, -1.0], [1.8, -1.2, 2.5], [1.6, 4.0, -1.2], [2.8, -4.0, 0.0], [-4.3, 2.0, 3.4], [6.2, -2.2, -6.1], [-1.3, -3.4, 1.3], [0.6, 0.0, 0.1], [-1.3, -1.0, -2.8], [0.1, 0.4, 0.1], [-0.1, 0.1, -1.0], [0.7, 0.2, -0.3], [-1.2, 1.2, 1.5], [1.4, 0.2, -0.2], [2.2, -0.1, 1.9], [3.4, -2.2, -1.2], [-0.9, -2.2, -4.0], [-3.8, 0.4, -2.1], [-2.4, 2.3, 1.7], [1.2, 1.1, 3.3], [0.8, 0.9, 3.1], [-1.7, 2.5, -1.1], [-0.1, 0.3, 0.4], [0.5, -0.6, -0.7], [0.1, -0.2, 0.1], [1.8, 2.7, 2.0], [-1.8, 1.8, 3.9], [-2.7, -0.6, 1.4], [-2.9, -3.6, -1.9], [1.6, -1.9, -3.5], [3.3, 1.4, -1.6], [-1.1, 3.5, 0.9], [0.4, -1.8, 0.4], [-0.1, 0.7, 0.2], [0.9, -0.6, -0.9], [6.2, 2.5, 1.9], [-8.0, -2.9, -3.4], [-0.9, 2.7, 1.8], [2.3, -1.4, -0.4], [-0.8, 0.0, 2.3], [1.1, 2.4, 0.1], [-1.0, 2.6, 0.0], [-2.3, 1.5, 0.3], [1.2, -2.2, -0.3], [-1.2, -1.0, 2.3], [-0.8, 1.3, 0.9], [0.4, -2.0, -1.0], [-0.9, 0.9, -1.9], [1.9, -1.4, -1.3], [-2.0, 0.6, -0.9], [-0.2, 0.2, 2.6], [-0.7, -1.0, -2.1], [2.1, -0.2, 0.3], [0.7, -0.7, 0.9], [1.6, -0.7, -1.1], [-0.3, -1.6, 1.5], [1.9, -1.6, -1.0], [0.0, -1.5, -2.4], [-2.3, 0.3, -1.5], [-2.4, 1.6, 0.8], [-0.9, 1.5, 0.6], [-0.8, 2.0, -0.3], [1.4, -0.1, -2.3], [-1.7, 1.2, 1.4], [-0.1, -2.1, 0.9], [2.2, 0.5, -1.3], [-1.0, 2.4, 0.1], [-0.6, 1.4, 2.2], [-2.5, -0.9, 1.0], [-1.5, -1.9, -1.1], [0.7, -1.2, -2.3], [2.2, 0.5, -1.2], [1.0, 1.4, -2.2], [0.3, 1.7, 1.6], [-0.5, -2.5, -0.6], [-0.7, 0.4, 2.1], [1.0, 2.1, 0.0], [-0.6, -0.8, -2.3], [0.1, -1.1, 1.5], [-3.5, -3.2, -0.2], [5.0, 8.2, 2.3], [-0.5, -0.5, -0.7], [-0.1, 0.3, -0.4], [-0.1, 0.1, 0.0], [-1.0, -1.1, 0.1], [0.7, 0.1, 0.1], [0.2, 0.1, -0.1], [-0.8, -3.7, -1.8], [-0.1, 0.7, 1.0], [0.5, 0.0, -0.4], [0.0, 0.0, 0.0], [0.1, -0.1, 0.2], [0.0, 0.0, 0.0], [0.0, -0.1, 0.1], [0.1, -0.1, -0.1], [0.1, 0.1, -0.1], [-0.1, 0.1, -0.1], [-0.2, -0.2, 0.1], [-0.1, 0.1, 0.1], [0.0, -0.2, 0.1], [0.0, -0.1, -0.3], [-0.1, -0.3, -0.3], [-0.2, 0.0, 0.0], [-0.1, -0.2, 0.1], [0.0, 0.0, 0.1], [3.8, 1.8, -2.1], [-6.3, -2.4, 7.0], [0.7, -0.3, -0.6], [0.2, -0.4, 0.1], [0.1, 0.0, 0.1], [0.9, 0.8, -0.6], [-0.7, -0.1, 0.0], [-0.2, -0.1, 0.0], [1.5, 0.3, -3.8], [-0.2, 0.6, 1.0], [-0.4, -0.4, -0.2], [0.0, 0.0, 0.0], [-0.1, 0.2, 0.0], [0.1, 0.0, 0.0], [-0.1, 0.1, 0.0], [-0.1, -0.1, -0.1], [-0.1, -0.1, 0.0], [0.1, -0.1, 0.1], [0.1, 0.2, -0.1], [0.0, 0.0, 0.1], [0.0, 0.1, -0.1], [0.1, -0.3, -0.2], [0.1, -0.1, -0.4], [0.2, 0.1, 0.0], [0.1, 0.2, -0.1], [-0.1, 0.1, 0.0]],
  "charge": 1,
  "e_lumo_ha": -0.1814,
  "e_above_lowest_kj_mol": 1801.55
}

---

Record 2
{
  "formula": "CH5N3S",
  "method": "ωB97M-V with the def2-TZVPD basis set",
  "symbols": ["C", "H", "H", "H", "H", "H", "N", "N", "N", "S"],
  "positions_angstrom": [[-0.248317, -0.310061, 0.364065], [1.571549, -1.898006, -0.519463], [2.390818, -0.623233, -1.332926], [-0.049104, -1.108517, 1.070441], [-1.862989, 0.337262, 1.483897], [-0.820890, 2.595159, -0.083811], [1.722296, -0.912675, -0.558684], [0.539575, -0.182524, -0.621900], [-1.423808, 0.381738, 0.577371], [-1.819129, 1.720856, -0.378990]],
  "forces_ev_per_a": [[0.6, -1.1, -0.3], [0.0, -0.7, -0.2], [-1.7, -0.8, 1.3], [-0.1, 0.0, 0.6], [0.3, -0.1, -0.1], [-0.1, -0.3, 0.1], [1.5, 0.9, -0.9], [-0.5, 1.4, 0.1], [0.1, 0.5, -0.6], [-0.2, 0.1, -0.1]],
  "charge": 0,
  "e_lumo_ha": 0.0326,
  "smiles": "N/N=C/NS",
  "e_above_lowest_kj_mol": 148.62
}

---

Record 3
{
  "formula": "C18H17N3O2S",
  "method": "ωB97M-V with the def2-TZVPD basis set",
  "symbols": ["C", "C", "C", "C", "C", "C", "C", "H", "N", "C", "N", "C", "O", "C", "C", "C", "C", "C", "C", "O", "H", "H", "H", "H", "S", "C", "N", "C", "H", "H", "H", "H", "H", "C", "H", "H", "H", "H", "H", "H", "H"],
  "positions_angstrom": [[1.040335, 3.525323, 2.123192], [-0.220868, 2.738437, 1.930316], [-1.406819, 3.375223, 1.597696], [-2.584386, 2.657437, 1.433786], [-2.563327, 1.283825, 1.611802], [-1.382654, 0.625860, 1.942309], [-0.213885, 1.359845, 2.096931], [0.716598, 0.865554, 2.333733], [-1.445867, -0.778982, 2.134684], [-1.774409, -1.536732, 0.964809], [-0.577460, -1.717693, 0.137601], [-0.570063, -1.770464, -1.230116], [-1.559545, -1.683438, -1.921125], [0.812057, -1.958066, -1.709143], [1.090111, -2.060056, -3.025499], [2.362389, -2.247994, -3.631408], [3.639348, -2.381897, -3.120240], [4.492302, -2.546486, -4.226633], [3.689562, -2.501870, -5.330964], [2.412295, -2.323813, -4.985854], [3.910364, -2.583077, -6.377249], [5.554315, -2.679488, -4.208666], [3.918692, -2.364204, -2.087549], [0.246152, -1.991283, -3.700884], [1.940368, -2.020197, -0.366898], [0.631711, -1.787355, 0.791062], [0.816541, -1.680718, 2.033472], [-0.350513, -1.406355, 2.843580], [-0.039905, -0.771397, 3.675070], [-0.706899, -2.358897, 3.259108], [-2.522640, -1.033690, 0.348345], [-2.148787, -2.526565, 1.259764], [-3.474625, 0.714090, 1.504709], [-3.856688, 3.352143, 1.052603], [-3.961833, 3.364087, -0.032778], [-4.719385, 2.836684, 1.467999], [-3.856597, 4.381641, 1.402525], [-1.414766, 4.447537, 1.463212], [1.048633, 4.407508, 1.487157], [1.115171, 3.856623, 3.159569], [1.914976, 2.918899, 1.899974]],
  "forces_ev_per_a": [[0.0, 0.0, 0.1], [-0.1, 0.0, 0.0], [0.1, -0.1, 0.0], [0.0, -0.1, 0.0], [0.1, 0.1, 0.0], [-0.1, 0.2, 0.0], [0.0, -0.1, 0.0], [0.1, -0.1, 0.0], [0.0, -0.1, 0.2], [-0.5, -0.2, -0.2], [-0.3, 0.1, 0.3], [-0.3, 0.0, -0.3], [-0.1, 0.0, 0.0], [0.7, -0.1, -0.7], [-0.6, 0.1, 0.5], [1.0, -0.1, 0.7], [-0.9, 0.1, -0.2], [-0.2, 0.0, -0.7], [0.9, -0.1, 0.3], [-0.5, 0.1, -0.1], [-0.1, 0.0, -0.1], [0.2, 0.0, -0.1], [0.1, 0.0, 0.2], [-0.1, 0.0, 0.0], [0.2, 0.0, -0.1], [0.2, 0.0, 0.2], [0.6, -0.1, -0.3], [-0.2, -0.1, 0.3], [-0.2, 0.0, -0.1], [0.0, 0.1, 0.0], [0.1, -0.1, 0.1], [0.0, 0.2, -0.1], [-0.1, -0.1, 0.0], [0.0, 0.0, -0.1], [-0.1, 0.0, 0.0], [-0.1, 0.0, 0.0], [-0.1, 0.1, 0.0], [0.0, 0.1, 0.0], [0.1, 0.1, 0.0], [0.1, 0.1, 0.0], [0.1, 0.0, 0.0]],
  "charge": 0,
  "e_lumo_ha": -0.0095,
  "smiles": "Cc1cc(C)cc(N2CN=c3s/c(=C\\c4ccco4)c(=O)n3C2)c1",
  "e_above_lowest_kj_mol": 216.95
}

---

Record 4
{
  "formula": "C11H27FINO12P2S",
  "method": "ωB97M-V with the def2-TZVPD basis set",
  "symbols": ["C", "C", "C", "O", "O", "C", "C", "N", "I", "S", "O", "O", "F", "H", "H", "H", "H", "H", "H", "H", "H", "H", "C", "O", "P", "O", "O", "C", "O", "C", "H", "H", "H", "H", "H", "H", "H", "H", "H", "C", "O", "P", "O", "O", "C", "O", "C", "H", "H", "H", "H", "H", "H", "H", "H", "H"],
  "positions_angstrom": [[-0.545201, -4.517403, -0.468190], [0.422546, -3.762657, -1.539059], [1.834339, -3.388512, -0.898187], [2.734342, -4.267148, -0.972355], [2.125527, -2.142539, -0.249205], [2.688196, -1.190505, -1.212961], [1.627165, 0.017757, -1.501517], [2.079657, 1.278141, -0.816597], [0.431140, 2.226803, 0.088248], [2.692999, 2.455114, -1.924975], [3.231763, 3.591211, -1.080291], [1.579835, 2.989575, -2.770738], [4.012938, 1.905932, -2.813945], [-1.167813, -5.332156, -0.992297], [0.164222, -5.057015, 0.255330], [-1.249755, -3.810781, 0.077564], [-0.145033, -2.856307, -1.937063], [0.540200, -4.508114, -2.409996], [3.606686, -0.685686, -0.738559], [2.909380, -1.655532, -2.228256], [1.417928, 0.130776, -2.617238], [0.664727, -0.313760, -0.957741], [-4.861614, 4.245288, -3.722137], [-4.120800, 4.287340, -2.503449], [-2.490368, 4.811892, -2.675918], [-2.146235, 4.401700, -1.249853], [-2.972507, 6.381015, -2.717372], [-3.814204, 6.872389, -1.684461], [-0.886009, 5.325336, -3.010746], [-0.347649, 4.782341, -4.216580], [-5.907665, 4.045817, -3.485707], [-4.796067, 5.201323, -4.249941], [-4.479528, 3.444076, -4.361066], [-3.771185, 6.259056, -0.782290], [-4.843155, 6.907857, -2.050587], [-3.501091, 7.887218, -1.434241], [-0.947555, 5.103762, -5.072786], [-0.333617, 3.691881, -4.163607], [0.672071, 5.145742, -4.340642], [2.526474, -3.034227, 6.352513], [2.277658, -4.164855, 5.518991], [0.755040, -4.139755, 4.715662], [0.898883, -5.585642, 4.267664], [1.337067, -3.121299, 3.567548], [2.536802, -3.461778, 2.884698], [-0.812954, -4.002299, 4.017309], [-1.801702, -3.487140, 4.907062], [3.561983, -3.075268, 6.692943], [2.374363, -2.102618, 5.799360], [1.862357, -3.060374, 7.221147], [2.764001, -4.528290, 2.940081], [3.363679, -2.892170, 3.315860], [2.433590, -3.179658, 1.836133], [-1.531213, -2.476948, 5.225450], [-1.895770, -4.138061, 5.781388], [-2.758868, -3.450849, 4.385601]],
  "forces_ev_per_a": [[0.8, -0.4, 0.0], [-1.2, 0.2, 0.2], [2.5, -3.3, -0.8], [-3.2, 3.6, 0.6], [-0.5, -1.0, -2.2], [-0.3, 1.7, -0.5], [-0.4, -1.9, 0.7], [0.5, -0.3, -1.7], [0.3, 0.0, -0.1], [-0.9, 7.2, 1.7], [-0.6, -4.3, -2.4], [3.1, -2.8, 0.5], [-2.8, -0.1, 1.6], [1.0, 1.4, 0.7], [-1.4, 0.8, -0.8], [1.1, -0.9, -0.6], [1.0, -1.0, 0.5], [0.5, 1.4, 1.5], [-1.3, -1.1, -0.8], [0.0, 0.3, 1.6], [0.3, 0.1, 1.5], [1.5, 0.5, -1.1], [-0.4, 0.0, -0.2], [1.5, -1.0, -2.9], [0.3, 3.9, 9.2], [-0.2, -0.9, -1.6], [0.8, -0.3, -1.0], [-0.7, 0.0, 0.0], [-1.9, -1.6, -2.6], [0.4, 0.0, -0.5], [0.1, 0.0, 0.1], [0.0, 0.0, 0.0], [-0.2, 0.0, -0.1], [0.1, -0.1, -0.2], [0.0, 0.0, 0.1], [0.1, -0.1, -0.2], [0.2, 0.0, -0.1], [0.2, 0.0, -0.1], [-0.1, 0.0, 0.1], [0.3, 0.2, 0.2], [-2.5, 1.4, 1.8], [3.6, -5.3, -7.7], [-0.4, 0.9, 1.5], [-1.3, 0.4, 0.6], [0.7, 0.1, 0.1], [0.5, 1.8, 3.0], [-0.4, 0.1, 0.1], [-0.1, -0.1, -0.1], [0.0, 0.0, 0.0], [0.2, 0.1, 0.1], [-0.2, 0.0, 0.2], [0.1, -0.1, -0.1], [-0.2, 0.1, 0.2], [-0.3, 0.0, 0.0], [-0.2, 0.1, 0.0], [0.1, 0.0, 0.0]],
  "charge": 0,
  "e_lumo_ha": -0.0923
}

---

Number 1: molecular weight 1103.6 g mol⁻¹, energy -7195.8686 hartree. Number 2: molecular weight 91.1 g mol⁻¹, energy -603.4893 hartree. Number 3: molecular weight 339.4 g mol⁻¹, energy -1409.0555 hartree. Number 4: molecular weight 605.2 g mol⁻¹, energy -2871.1139 hartree.